Entry from OMol25: C47H74N13O3Os as an isolated structure in a non-equilibrium geometry (ωB97M-V with the def2-TZVPD basis set).

XYZ file:
```
138
Properties=species:S:1:pos:R:3:lowdin_charge:R:1
H 4.67 2.23 2.32 0.0743
C -3.67 -0.70 -1.90 -0.1142
H 1.51 -1.83 5.65 0.1224
H -6.98 -1.35 -1.41 0.1100
C -4.35 -3.68 2.10 -0.0620
H -2.88 1.65 -4.30 0.0850
H -3.10 -1.65 -4.37 0.0944
H -2.83 4.56 -2.58 0.1089
H -2.21 -1.03 3.25 0.0650
H -2.06 -0.81 1.50 0.0275
H 3.32 -0.38 3.74 0.0815
O 1.71 0.60 -3.06 0.1028
H -4.26 1.62 -3.21 0.0699
C 2.18 -4.54 0.13 -0.1327
C -4.01 -2.24 -0.03 -0.1675
H 4.09 3.39 -0.76 0.0905
C -2.39 3.19 -1.00 -0.0415
N 0.18 0.19 2.53 -0.1436
H -0.19 3.64 2.20 0.0616
H -5.56 2.83 2.27 0.0921
C 3.27 -1.23 1.74 -0.3680
H -1.56 0.39 6.05 0.0573
H -2.09 -0.38 7.54 0.0859
H -2.49 -3.15 1.17 0.1077
C 2.15 -3.17 0.48 -0.1306
C -2.82 -0.03 -2.96 -0.3521
C -3.78 1.06 3.69 -0.0316
C -5.91 -1.38 -1.24 -0.0563
H -1.56 -1.76 -3.53 0.0482
C -1.41 2.61 -0.21 -0.2392
H -1.98 -2.75 6.59 0.0878
H 1.49 -0.23 6.41 0.1340
H 0.89 -3.25 -1.62 0.1293
C -1.02 -2.25 -1.18 -0.1192
H 0.44 5.22 2.71 0.1060
C -0.21 -5.15 0.82 -0.0607
N 0.44 1.32 3.23 0.0411
H 1.32 4.00 -1.65 0.1231
H 4.81 1.90 -0.15 0.0871
C -5.38 -2.17 -0.25 -0.0387
C -0.36 -1.32 6.64 -0.4021
H -4.49 -2.82 2.75 0.0646
N 1.59 4.20 1.33 -0.1225
C -0.08 2.92 -0.44 -0.2708
C 3.40 -5.20 0.16 -0.0375
H 3.43 -6.25 -0.14 0.1212
C 0.99 -5.48 -0.05 -0.3665
H -5.27 3.08 0.55 0.0930
H -1.78 -0.56 -4.78 0.0906
H 0.09 -4.72 1.78 0.0887
H -4.52 -4.83 -0.37 0.0923
C 3.87 2.41 -0.33 -0.0340
H -0.65 0.64 7.54 0.0857
C -3.17 4.20 1.77 -0.0371
H -2.20 4.30 2.22 0.0681
H -0.44 5.12 -2.99 0.1080
H -1.66 -2.01 5.03 0.0500
C -1.18 -2.40 5.94 -0.0625
H -0.03 -6.73 -1.49 0.0869
H -4.82 0.77 3.52 0.0941
H -3.16 -5.51 0.53 0.0758
C 4.41 -0.37 1.21 -0.0552
H -5.47 -0.14 -2.91 0.1035
H -0.01 -5.05 -1.95 0.0571
C -4.93 2.53 1.43 -0.0513
C 4.45 -3.33 1.16 -0.0310
C 2.50 5.31 1.11 -0.0320
H -0.33 5.05 1.12 0.0958
C -2.28 -1.07 -3.96 -0.0435
N 0.95 -2.38 0.24 0.1111
H 1.45 -6.02 -2.11 0.0877
H 0.19 -1.85 3.16 0.1480
H -5.08 1.47 1.23 0.0973
C -1.21 -0.10 6.96 -0.0642
C -3.16 -1.43 -0.80 -0.1330
C -5.06 -0.70 -2.08 -0.0330
H 3.29 1.82 -1.03 0.0682
H 1.37 -6.42 0.37 0.1272
C 3.39 -1.37 3.26 -0.0517
O 2.14 -0.03 -1.04 -0.0582
N -1.60 1.66 0.83 0.0634
C -2.05 4.11 -1.98 -0.0683
C -2.69 -0.63 2.36 -0.0721
N -2.94 0.78 2.53 -0.1096
C 4.55 -4.60 0.63 -0.0509
H -2.87 -4.52 -0.91 0.0735
C 0.58 -5.83 -1.48 -0.0508
N 1.37 0.31 -1.95 -0.5320
C -2.64 1.74 1.62 -0.3250
H 4.32 -0.21 0.13 0.0753
H 0.01 -1.74 7.57 0.1422
H 3.30 3.16 2.93 0.1027
Os 0.04 0.23 0.45 1.2254
H 4.39 0.59 1.71 0.0354
C -0.72 4.43 -2.21 -0.0588
H 5.32 -2.88 1.63 0.1105
C -3.58 1.00 -3.79 -0.0817
H 1.99 6.09 0.54 0.1028
H 5.49 -5.14 0.66 0.1113
N 0.63 -0.29 4.57 -0.0832
H -1.96 0.44 -2.49 0.1015
C 3.27 -2.60 1.10 -0.1328
H -5.33 -4.06 1.83 0.0776
C -3.50 -4.63 -0.02 -0.0531
H -3.64 -1.13 2.22 0.0749
H -0.89 -4.45 0.35 0.0293
H 4.49 3.92 1.86 0.0842
H 4.35 -1.80 3.54 0.0888
H -3.90 4.68 2.43 0.0998
H 5.38 -0.83 1.40 0.0848
H -1.48 -2.83 -1.99 0.1193
H -0.58 -3.26 5.66 0.0851
H -3.85 -4.46 2.68 0.0863
N 0.69 1.04 4.45 0.0951
C 0.26 3.81 -1.45 -0.0091
H 2.61 -2.02 3.67 0.0610
N -1.72 -1.44 -0.49 0.0735
N 3.14 2.54 0.94 -0.1314
C 0.89 -0.95 5.86 -0.0991
C -3.51 -3.37 0.86 -0.3771
H 2.83 5.74 2.06 0.1004
H 3.37 4.99 0.55 0.0746
C 3.94 3.00 2.06 -0.0609
C 0.30 4.55 1.86 -0.0505
N 0.88 2.22 0.32 0.0302
O 0.11 0.36 -1.63 -0.2053
H -3.43 2.91 -0.85 0.1077
H 2.33 -0.72 1.50 0.0713
N -3.53 2.80 1.68 -0.1833
H -3.40 0.48 4.53 0.0793
H -3.74 2.12 3.95 0.1003
C 1.84 2.96 0.85 -0.3758
C 0.32 -0.80 3.38 -0.1616
C 0.40 -2.63 -0.88 -0.1281
H -0.78 -6.06 1.02 0.0876
H -3.18 4.71 0.81 0.0871
H -6.04 -2.79 0.35 0.1106
H -4.18 0.50 -4.57 0.0838
```

Results
- total charge = +1
- HOMO (eV) = -9.3
- Kohn-Sham gap (eV) = 6.6